The following is a DFT calculation (wB97M-V/def2-TZVPD) of a single C5H9F molecule in a non-equilibrium geometry.

The total energy comes out at -8045.9459 eV. Its spin multiplicity is 1. As for the structure (SMILES): CC(C)=C(C)F. The HOMO energy comes out at -8.729 eV.

Last columns: bonded neighbours and bond lengths (Å).
Positions of all 15 atoms, in Å:
1 C -1.34 1.72 0.34  C2 1.735, H7 1.034, H8 1.078, H9 1.069
2 C -0.14 0.49 0.10  C1 1.735, C3 1.506, C4 1.397
3 C -1.04 -0.67 -0.23  C2 1.506, H10 1.098, H11 1.055, H12 1.187
4 C 1.22 0.16 0.08  C2 1.397, C5 1.445, F6 1.426
5 C 1.83 -1.14 -0.12  C4 1.445, H13 1.107, H14 1.071, H15 1.131
6 F 2.16 1.22 0.23  C4 1.426
7 H -1.25 1.72 1.38  C1 1.034
8 H -1.37 2.65 -0.21  C1 1.078
9 H -2.20 1.19 0.00  C1 1.069
10 H -0.57 -1.60 -0.58  C3 1.098
11 H -1.67 -0.45 -1.05  C3 1.055
12 H -1.81 -0.99 0.61  C3 1.187
13 H 1.36 -2.01 0.38  C5 1.107
14 H 2.81 -1.01 0.30  C5 1.071
15 H 2.00 -1.28 -1.23  C5 1.131